Computed, not measured: a cluster of 3 separate species, C13H16F16IO4P in total, with the ωB97M-V functional and the def2-TZVPD basis.

Output
Maximum force = 5.5 eV Å⁻¹
Orbital gap = 8.8 eV
E_tot = -82798.1786 eV
Energy relative to the best compared isomer or geometry (same formula, charge and spin) = 0.0 kcal/mol
Lowest unoccupied orbital energy = 0.2 eV
SMILES = FC(F)C(F)(F)COC(F)(F)C(F)F.FC(F)C(F)(F)COC(F)(F)C(F)F.O=C(O)CC[PH3]I
E_HOMO = -8.60 eV

Each line ends with the Mulliken charge.
Atoms and positions in Å:
I 2.54221 -1.61752 -4.77588  -0.29
P 0.69028 -0.38482 -3.55519  0.16
F 1.93484 1.50293 -0.23784  -0.23
F -1.70422 -0.98718 2.25599  -0.23
F 1.96697 -0.67145 -0.17925  -0.23
F -4.03375 -2.07360 2.14710  -0.20
F 0.60406 4.69720 1.27428  -0.26
F -4.48164 -3.36272 3.84404  -0.28
F 1.96080 0.34791 2.34153  -0.21
F 3.80743 -0.66902 1.80752  -0.35
F -1.05557 -1.85832 -1.10817  -0.15
F -1.61312 0.33420 0.52506  -0.24
F -2.96269 -1.99334 -0.09013  -0.31
F -2.94051 -5.35176 2.83734  -0.33
F 3.14162 4.86136 2.34845  -0.31
F 0.57115 2.55361 1.67102  -0.13
F 3.02086 3.55951 0.62539  -0.25
F -1.83877 -3.51238 3.19440  -0.26
O 0.78748 2.95742 -3.98642  -0.44
O 3.20568 2.69697 2.69338  -0.41
O -0.91626 2.43992 -5.23570  -0.46
O -1.22262 -3.22278 0.59775  -0.35
C -2.20841 -4.17653 0.96210  -0.78
C 3.07185 0.45226 1.57470  0.94
C -0.77883 0.39635 -2.63629  0.34
C -4.10974 -3.36248 2.54102  0.07
C 2.69866 0.44176 0.09524  0.12
C -2.76666 -4.07561 2.39172  0.91
C 1.11959 3.72521 2.05971  0.19
C -0.26744 2.51340 -4.05064  0.35
C -1.17940 -0.85030 1.02356  0.43
C 3.91227 1.64666 2.05461  -0.82
C -1.63300 -1.99722 0.11716  0.66
C 2.64031 3.68749 1.90978  0.73
C -0.96359 1.94012 -2.82989  -0.57
H -2.04165 2.11307 -2.96619  0.37
H -0.74829 0.17945 -1.58496  -0.73
H -1.85029 2.42214 -4.99120  0.34
H -1.68456 -5.13032 0.91549  0.41
H -0.09150 -0.82795 1.10582  -0.05
H 4.56718 1.25443 2.83161  0.40
H 0.69590 -1.43223 -2.60907  0.00
H -1.68584 -0.08348 -3.02156  0.59
H -4.88937 -3.86770 1.96351  0.29
H -0.12644 -0.47454 -4.70998  0.13
H 0.83763 3.91547 3.09721  0.23
H -2.99943 -4.24976 0.21580  0.32
H -0.70941 2.45591 -1.90821  0.18
H 1.55646 0.68896 -3.28335  0.07
H 3.58775 0.43181 -0.54102  0.28
H 4.58203 2.01752 1.27863  0.38


Computed, not measured: a structure of composition C16H14CrN2O5S3, with the ωB97M-V functional and the def2-TZVPD basis.

Output
Maximum force = 0.2 eV Å⁻¹
Orbital gap (alpha / beta) = 7.9 / 7.8 eV
E_tot = -90967.9716 eV
Lowest unoccupied orbital energy (alpha / beta) = 2.4 / 2.4 eV
Charge = -1
Spin multiplicity = 4
E_HOMO (alpha / beta) = -5.45 / -5.46 eV

Each line ends with the Mulliken charge.
Atoms and positions in Å:
Cr -1.33871 1.26940 1.98581  0.04
S -2.57507 -0.14251 -2.26853  -0.21
S -2.63333 1.73536 0.11649  -0.32
S -1.29280 2.56035 3.90374  1.28
O -0.94696 3.17593 2.55231  -0.36
O 0.22856 0.74456 0.99651  -0.43
O -0.33632 1.40282 3.94107  -0.55
O -1.30717 3.44226 5.02135  -0.67
O -2.59030 1.86915 3.54389  -0.41
N -2.07511 -0.90106 0.17557  -0.44
N -2.12588 -0.75902 1.56116  -0.56
C 0.38091 0.39414 -4.47643  -0.53
C -1.32300 -1.51220 3.69675  -1.58
C 0.53547 1.27127 -2.24907  0.25
C 0.02970 0.31973 -3.13200  0.40
C -0.89938 -0.75897 -2.65127  -0.73
C 2.02549 -0.66661 0.38582  -0.64
C 1.38101 2.27016 -2.70759  -0.94
C 0.14620 -1.57492 1.59098  0.52
C 1.22737 1.39469 -4.93683  -0.58
C 2.00688 -2.99978 1.02571  -0.72
C 2.62011 -1.91432 0.40179  -0.53
C -1.14830 -1.29309 2.22948  0.96
C 0.77715 -2.81284 1.63127  -0.77
C 1.73130 2.33574 -4.05079  -0.37
C -2.38738 0.13752 -0.50828  0.55
C 0.77273 -0.45828 0.98746  1.17
H -2.31005 -1.18500 4.01718  0.32
H -0.01360 -0.34041 -5.17090  0.34
H -0.53628 -1.25386 -1.75153  0.11
H 1.76314 3.00373 -2.00806  0.46
H 1.49159 1.43826 -5.98673  0.36
H -0.55633 -0.97229 4.25095  0.32
H 2.51011 0.18126 -0.08077  0.45
H 2.48491 -3.97080 1.03935  0.38
H 0.27953 -3.64309 2.12107  0.36
H -1.20153 -2.57996 3.90365  0.46
H 0.26139 1.23639 -1.20052  0.38
H 2.39087 3.11892 -4.40482  0.37
H -1.03293 -1.51801 -3.42259  0.48
H 3.58600 -2.04462 -0.07266  0.38


Computed, not measured: a cluster of 19 separate species, C31H100N14O19 in total, with the ωB97M-V functional and the def2-TZVPD basis.

Output
Maximum force = 9.9 eV Å⁻¹
Orbital gap = 9.1 eV
E_tot = -93532.6161 eV
Lowest unoccupied orbital energy = 0.1 eV
E_HOMO = -9.04 eV

Each line ends with the Mulliken charge.
Atoms and positions in Å:
O 0.84371 -0.04182 -0.46076  0.56
O -2.24840 -0.34574 -3.16757  -0.20
O 4.77601 1.19907 3.03406  -0.55
O -4.50710 -7.07961 -3.20149  -0.72
O -7.23186 0.79186 0.78491  -0.70
O -2.86042 5.16476 -0.66223  -0.54
O -1.66526 -2.94122 -2.57867  0.17
O 6.04082 0.95677 -1.78064  -0.90
O 5.70156 -4.70101 0.03273  -0.58
O 3.88945 -2.80936 -1.33077  -0.39
O -4.47264 3.77295 3.91382  -0.59
O 1.44696 -4.58347 6.07281  -0.76
O 3.37814 4.33011 1.22127  -0.39
O 4.16536 3.15851 -5.50095  -0.77
O 0.87530 -2.34096 1.74078  -0.58
O -4.69915 -0.02088 -1.98758  -0.72
O 0.01459 2.70445 6.96033  -0.57
O 1.13272 3.33358 -4.04220  -0.51
O -2.70018 -3.06409 3.37241  -0.69
N -4.97494 1.00504 0.53915  0.81
N -2.79374 -5.89875 -2.25249  -0.40
N -3.77045 -5.08151 -3.98209  -0.24
N 0.77016 -3.72103 0.04529  -0.16
N -0.92629 -3.66794 1.39640  -0.02
N -0.44585 1.01385 -3.19278  0.60
N 4.62040 0.19795 -0.14446  0.34
N -6.02564 1.73523 2.35928  -0.31
N 5.52210 2.06742 -0.02195  -0.11
N -1.49620 0.60760 -5.00779  -0.28
N 1.77032 -3.42443 4.15346  0.05
N 5.65445 1.91945 -4.25568  -0.29
N 3.88616 2.63094 -3.40098  -0.14
N -0.26630 -4.08358 4.73814  -0.19
C -2.94139 3.40511 -2.28262  -0.39
C -4.14513 -1.72010 2.13942  -0.41
C 5.40033 1.08839 -0.74668  0.69
C 0.51927 1.10346 5.28729  -0.53
C 1.32922 5.10612 2.22518  -0.43
C 0.24495 -3.19820 1.09966  0.94
C -1.44455 0.36024 -3.74250  0.53
C -3.17877 3.61841 3.51193  0.83
C -5.10025 -2.12164 -3.24257  -0.63
C 3.38257 0.96750 3.09896  -0.28
C -3.77088 -6.08060 -3.18181  0.48
C -5.71755 -0.81160 -2.67847  -0.46
C 3.35760 -1.97004 -3.55252  -1.11
C -1.48976 0.52641 0.09360  1.07
C -0.65251 -3.12514 -4.90825  -1.23
C 3.05383 -0.51176 2.91709  0.28
C 2.68807 5.47664 1.48192  -0.57
C -2.61352 5.05856 3.00943  -1.02
C 4.58647 2.59319 -4.50477  0.50
C 4.57849 -4.03595 2.12072  -0.48
C -6.15138 1.12861 1.19418  0.72
C 3.70083 -3.21432 -2.66774  -0.17
C -0.44343 -3.01559 -3.40924  0.14
C 5.93156 -4.17512 1.38867  -0.61
C 0.86032 4.48937 -3.29791  -0.76
C 1.00059 -3.99143 5.07445  0.55
C 0.03597 0.83428 0.36898  0.08
C 0.36307 2.51200 5.61298  0.12
C 0.94243 4.11713 -1.78053  -0.15
C -3.85392 -3.14483 2.46872  -0.80
C -3.01841 3.73425 -0.78622  0.58
H 2.02160 4.22716 -1.67380  0.49
H 0.26827 0.64547 1.41707  -0.15
H -0.38826 0.57030 5.57052  0.51
H 1.32341 2.86523 5.23739  0.21
H 6.38933 -4.98076 1.96271  0.40
H 4.54091 -3.37051 -0.90379  0.22
H -4.13159 1.29028 1.01611  -0.55
H -5.13924 -1.76423 1.69458  0.32
H 3.02773 1.42176 4.02408  0.28
H -5.94828 -0.24497 -3.58058  0.23
H 5.17450 0.58329 3.65342  0.31
H -6.87263 2.21746 2.62414  0.22
H 3.28917 -0.85607 1.91002  -0.38
H 0.16094 -2.12534 -3.23514  -0.06
H 0.36498 1.85359 0.16679  -0.37
H -0.38269 0.78444 -2.21121  -0.76
H -4.48714 3.30073 4.74951  0.36
H 0.79963 3.58209 -4.90758  0.23
H -3.37799 -1.39885 1.43487  -0.04
H -2.56520 3.22285 4.32134  0.46
H 1.25866 -2.93388 3.43396  -0.01
H 4.61742 -3.74815 -2.91873  0.37
H 5.22104 2.02021 0.94098  0.02
H -2.32762 3.31409 -0.05521  -0.19
H -0.94427 -4.65561 5.22110  0.18
H 1.68330 4.56046 3.09982  0.09
H -2.42505 -4.95857 -2.26778  0.17
H -5.80542 -2.58279 -3.93408  0.49
H -4.93934 -2.69477 -2.32949  0.23
H -4.63564 -3.67371 3.01397  0.42
H 4.28898 2.02135 -2.70367  0.14
H -4.27033 -0.94738 2.89793  0.47
H -4.44013 -5.01754 -4.73544  0.18
H 0.59132 4.53531 1.66147  -0.12
H 3.34475 -2.31121 -4.58766  0.46
H -6.51633 -1.00436 -1.96229  0.47
H 0.30170 -3.42741 -5.33982  0.44
H 0.19998 -3.77377 -2.96282  0.36
H -1.38293 -4.22256 0.68649  -0.11
H 2.88521 -3.91893 -2.83016  0.21
H -3.37177 2.95114 2.67192  -0.70
H -3.98977 3.36784 -0.45411  0.08
H 6.24392 1.95662 -5.07498  0.19
H 3.63655 -1.08713 3.63645  0.53
H 0.18226 1.59435 -3.73000  -0.09
H -5.18005 2.02327 2.83057  0.06
H 1.63231 5.17713 -3.64307  0.31
H -0.33897 2.99800 4.93545  -0.12
H -1.68648 4.98734 2.44056  -0.04
H -3.68045 3.92917 -2.88864  0.62
H 2.00916 -0.70401 3.16166  -0.38
H 2.92879 1.65204 2.38230  0.17
H 0.92430 -0.86146 0.03250  -0.65
H -1.93419 3.66325 -2.60973  0.02
H -2.14061 0.77620 0.93152  0.49
H -1.57226 -0.47801 -0.32164  -0.16
H 0.32673 -4.53548 -0.35488  0.11
H 4.25546 -1.36721 -3.68873  0.38
H -3.22739 5.59980 -1.43532  0.32
H -0.91130 1.37259 -5.31238  0.06
H -3.02250 -4.41341 -3.86253  0.10
H -1.76214 1.14597 -0.76083  -0.93
H 0.80320 6.02656 2.47855  0.47
H -1.46154 -3.46517 2.22857  0.22
H 5.94035 1.57281 -3.35114  0.38
H 6.55264 -4.62209 -0.40433  0.31
H -3.11821 -2.71551 4.16319  0.34
H 2.58095 6.04212 0.55626  0.32
H -2.09364 -2.12379 -2.84307  -0.05
H -4.98085 0.56744 -0.37110  0.04
H 6.43320 -3.20837 1.43143  0.33
H 6.04629 2.86649 -0.34875  0.23
H -4.16578 -1.83152 -3.72290  -0.05
H 2.46905 -1.40799 -3.26498  0.03
H 0.51998 4.87314 -1.11863  0.40
H -2.04557 0.12421 -5.70394  0.28
H 3.87892 -3.32738 1.67726  -0.14
H 0.66946 1.03062 4.21014  -0.27
H 2.92756 2.94880 -3.41345  0.07
H 1.65347 -3.36636 -0.29250  0.05
H -2.86451 -6.35332 -1.35335  0.21
H -1.00520 -2.20112 -5.36638  0.17
H 4.02385 3.99371 1.84697  0.24
H 3.25507 6.08669 2.18509  0.39
H -3.60176 -3.69722 1.56353  0.21
H -3.08684 2.33658 -2.44136  -0.53
H -4.08420 0.18656 -2.69498  -0.01
H -2.57315 5.72934 3.86764  0.37
H 1.33681 0.78992 5.93646  0.32
H 0.52473 3.12652 -1.60080  -0.57
H 2.77738 -3.37445 4.21191  0.04
H 4.56206 -0.73778 -0.52010  -0.08
H -0.18961 3.63080 7.10793  0.33
H 3.90987 0.44953 0.52781  -0.32
H 4.89028 -3.84974 3.14844  0.39
H -0.15198 4.75016 -3.60670  0.53
H -0.59635 -3.55491 3.94336  0.05
H -1.46200 -3.79714 -5.19326  0.26
H -3.22607 5.52116 2.23554  0.41
H 3.99986 -4.95950 2.10145  0.36